{
  "formula": "C30H45NO3P2STi",
  "method": "ωB97M-V/def2-TZVPD",
  "homo_ev": [-10.629, -11.186],
  "mol_weight_da": 609.576,
  "lumo_energy_ev": [-2.93, -2.89],
  "multiplicity": 2,
  "charge": 1,
  "energy_ha": -3380.77753,
  "e_above_lowest_kcal_mol": 20.7,
  "elements": ["Ti", "C", "C", "C", "C", "C", "C", "H", "H", "H", "C", "H", "H", "H", "C", "H", "H", "H", "C", "H", "H", "H", "C", "H", "H", "H", "C", "C", "C", "C", "C", "C", "C", "C", "H", "H", "H", "H", "H", "H", "H", "H", "H", "H", "H", "H", "P", "C", "C", "P", "C", "C", "C", "H", "H", "H", "H", "H", "H", "H", "H", "H", "H", "H", "H", "H", "H", "O", "S", "O", "N", "C", "O", "C", "C", "C", "C", "C", "C", "H", "H", "H", "H"],
  "xyz": [[-0.93577, 0.60748, 0.57898], [-1.47914, 2.61762, 1.40962], [-1.98048, 2.49046, 0.05093], [-3.19042, 1.02971, 1.41615], [-2.25356, 1.73133, 2.24529], [-3.01303, 1.46907, 0.06131], [-0.51318, 3.63023, 1.91056], [0.14298, 3.99443, 1.11515], [0.10892, 3.21522, 2.71230], [-1.04142, 4.50005, 2.32703], [-2.21256, 1.69097, 3.73027], [-1.32627, 2.21157, 4.11220], [-2.18581, 0.65438, 4.09667], [-3.09882, 2.17452, 4.17149], [-4.30114, 0.16451, 1.88077], [-5.24987, 0.71851, 1.93792], [-4.09794, -0.24921, 2.87447], [-4.45198, -0.68225, 1.20408], [-3.91316, 1.10349, -1.06496], [-4.85646, 1.66848, -1.01184], [-4.17377, 0.03756, -1.02680], [-3.46086, 1.31838, -2.03851], [-1.68796, 3.40851, -1.08195], [-2.38456, 4.26186, -1.06211], [-1.81761, 2.91114, -2.05214], [-0.67674, 3.82686, -1.01993], [4.44967, -0.34268, -1.72718], [4.49787, 0.96391, -2.03711], [4.61307, 1.48956, -3.44482], [3.86367, 0.67840, -4.53106], [2.54265, 0.10092, -4.13130], [2.37991, -1.18297, -3.74271], [3.51000, -2.09518, -3.38065], [4.74094, -1.44247, -2.69333], [5.67367, 1.54200, -3.74515], [4.51783, -0.12086, -4.89695], [4.24999, 2.52874, -3.45585], [5.44135, -1.09087, -3.46238], [4.38664, -0.65874, -0.68706], [4.65342, 1.71069, -1.24173], [5.25326, -2.24381, -2.13223], [3.11812, -2.87586, -2.71232], [1.39282, -1.66827, -3.76115], [3.87144, -2.61993, -4.28169], [3.68195, 1.36683, -5.37166], [1.69746, 0.78315, -4.27517], [1.47234, 0.86294, 0.13383], [2.74991, 0.32366, 1.27066], [1.90926, 2.32411, -0.84624], [-0.61705, -0.58757, -1.55769], [1.19229, -0.52595, -1.08050], [-0.75215, 0.16743, -3.19118], [-1.15941, -2.30191, -1.70720], [2.29917, -0.39456, 1.97303], [3.10204, 1.19403, 1.84081], [3.59848, -0.15189, 0.77410], [2.65279, 2.09788, -1.62139], [2.32860, 3.07273, -0.15645], [1.02568, 2.76810, -1.33157], [-0.32356, -2.95472, -1.99107], [-1.95209, -2.33816, -2.46902], [-1.57659, -2.61274, -0.73402], [1.54234, -1.49899, -0.69805], [1.80557, -0.23716, -1.93975], [-1.72306, -0.11788, -3.61868], [0.04547, -0.17192, -3.85754], [-0.71200, 1.26142, -3.11449], [-2.57745, -4.73246, 1.33224], [-3.00815, -3.49597, 1.92417], [-4.41117, -3.16415, 1.90466], [-2.11571, -2.18787, 1.31057], [-1.30407, -1.69640, 2.23061], [-0.55446, -0.65132, 2.00645], [-1.38142, -2.31315, 3.55088], [-0.86720, -1.82400, 4.76290], [-1.20036, -2.51308, 5.93125], [-2.10524, -3.59512, 5.89821], [-2.71424, -3.98361, 4.69388], [-2.33852, -3.31397, 3.53905], [-0.25200, -0.92311, 4.74441], [-0.76094, -2.20318, 6.88133], [-2.34821, -4.12876, 6.81976], [-3.45405, -4.78014, 4.62663]]
}